Record 1
27
Properties=species:S:1:pos:R:3:mulliken_charge:R:1 method="wB97M-V/def2-TZVPD" total_charge=0 molar_mass_g_mol=204.22 total_energy_ev=-18776.90882 max_force_ev_per_a=3.2
C -1.4748 -0.2141 1.5814 -0.88
C -0.9403 0.8748 1.0752 -0.52
C -0.7195 -1.2303 -1.8531 0.52
C 0.0999 1.0525 -2.6333 0.67
C 0.9275 -1.0773 1.5969 -0.83
C -0.0613 -2.2888 1.2652 -0.65
C 1.1460 0.0484 0.5281 -0.65
C -1.2234 -1.4225 0.7202 -0.33
C -0.1541 0.5438 -0.1037 2.41
C -0.7489 -0.7285 -0.5148 -0.92
C 0.1214 1.4530 -1.2631 -0.21
C 0.6569 2.8221 -1.0349 -2.02
O -0.9222 -2.3949 -2.0788 -0.58
O 0.4279 1.6685 -3.5927 -0.52
O -0.4133 -0.3263 -2.8545 -0.39
H -2.0962 -0.4212 2.4762 0.41
H -0.8212 1.7770 1.6439 0.34
H 0.4161 -0.7859 2.5255 0.42
H 1.9666 -1.5815 1.7580 0.37
H 0.3844 -3.0384 0.5219 0.37
H -0.3350 -2.7462 2.2316 0.36
H 1.7171 0.9277 0.7833 0.46
H 1.7354 -0.5097 -0.2376 0.40
H -2.0235 -1.9657 0.3829 0.60
H 1.3932 3.1891 -1.8007 0.36
H 1.0471 2.8364 -0.0558 0.44
H -0.1059 3.5381 -1.0674 0.38

---

Record 2
26
Properties=species:S:1:pos:R:3:mulliken_charge:R:1 method="wB97M-V/def2-TZVPD" total_charge=0 molar_mass_g_mol=204.29 total_energy_ev=-25516.42643 max_force_ev_per_a=5.6
C -0.9319 -2.9095 0.6966 -0.49
C -1.4392 -2.1233 1.7646 -0.87
C -0.1764 -2.3333 -0.3609 -0.78
C -1.1341 -0.7556 1.7696 -0.70
C 0.0782 -0.9875 -0.3285 0.90
C -0.3231 -0.2318 0.7305 0.27
C -1.4336 1.7575 -1.3516 -0.44
C -0.9319 1.8996 -0.0299 -0.45
C 0.7538 -0.0591 -1.2769 0.09
C 0.3218 1.1365 0.4308 1.31
C 1.6120 -0.4851 -2.4187 -1.66
C 1.0453 1.9972 1.5644 -1.56
O 1.1317 1.0132 -0.6314 -0.36
S -0.5842 3.3008 -1.2714 -0.14
H -1.1778 -3.9377 0.6537 0.42
H -2.1382 -2.5334 2.3575 0.51
H 0.1905 -2.8995 -1.2083 0.44
H -1.5304 -0.0093 2.4375 0.40
H -0.8240 1.0591 -1.9279 0.29
H -1.6124 2.2264 0.7069 0.56
H 2.2544 -1.2809 -1.9665 0.38
H 2.3113 0.2393 -2.7088 0.44
H 0.9717 -0.7600 -3.2766 0.30
H 0.3463 2.3208 2.3645 0.32
H 1.4879 2.9258 1.1585 0.35
H 1.7324 1.4297 2.1221 0.47

---

Record 3
26
Properties=species:S:1:pos:R:3:lowdin_spin:R:1 method="wB97M-V/def2-TZVPD" total_charge=0 spin_multiplicity=3 molar_mass_g_mol=200.31 total_energy_ev=-22559.66910 max_force_ev_per_a=3.8
C -3.9370 1.2042 0.3804 0.05
C 4.0840 0.9582 0.4502 -0.02
C -3.0718 1.4504 -0.6725 0.00
C -3.7595 0.0834 1.1745 0.00
C 4.1061 -0.4246 0.5073 0.03
C 2.9334 1.6158 0.0485 0.03
C -2.0374 0.5709 -0.9339 0.05
C -2.7212 -0.7903 0.9122 0.05
C 2.9740 -1.1558 0.1721 0.10
C 1.8015 0.8858 -0.2837 0.10
C -1.8501 -0.5641 -0.1504 0.08
C 1.8331 -0.4935 -0.2271 0.76
O -0.5912 -2.9859 0.5159 0.14
Si -0.4758 -1.7599 -0.5427 0.51
H -4.7511 1.8852 0.5883 0.00
H 4.9617 1.5257 0.7277 0.00
H -3.2077 2.3254 -1.2925 0.00
H -4.4332 -0.1073 1.9971 0.00
H 5.0029 -0.9359 0.8331 0.01
H 2.9080 2.6961 0.0128 0.01
H -1.3665 0.7597 -1.7602 0.00
H -2.5818 -1.6654 1.5296 0.00
H 2.9969 -2.2353 0.2314 0.01
H 0.8971 1.4020 -0.5763 0.01
H 0.0432 -3.6958 0.5423 0.00
H -0.3816 -2.2383 -1.9156 0.09

---

Record 4
26
Properties=species:S:1:pos:R:3:mulliken_charge:R:1 method="wB97M-V/def2-TZVPD" total_charge=0 molar_mass_g_mol=218.18 total_energy_ev=-31209.15231 max_force_ev_per_a=5.0
C 0.8833 1.9186 -3.0356 -0.48
C -0.3883 2.2996 -2.5694 -0.46
C 1.5444 0.8843 -2.4119 -0.58
C -0.9947 1.6797 -1.4833 -0.67
C 0.9208 0.2222 -1.3165 -0.32
C -0.2593 0.7545 -0.8017 0.92
C -2.7581 -1.0638 1.3723 -0.65
C -2.2139 -0.1781 0.4381 -0.19
C -2.0257 -1.5256 2.4276 -0.46
C -0.8475 0.0375 0.4128 0.79
C -0.0597 -0.3794 1.3865 -0.56
C -0.5751 -0.9982 2.5982 -0.56
P 2.5309 0.0475 1.4697 0.09
P 3.0042 -2.0188 0.8745 -0.23
H 1.4289 2.5044 -3.8268 0.29
H -0.9931 3.0630 -3.0272 0.36
H 2.5713 0.7409 -2.7224 0.36
H -2.0065 2.0107 -1.1574 0.25
H 1.6077 -0.4321 -0.8746 0.22
H -3.7157 -1.4322 1.4135 0.45
H -2.8438 0.3801 -0.2611 0.26
H -2.4614 -2.2648 3.1457 0.34
H -0.5766 -0.1374 3.3183 0.31
H 0.0150 -1.8111 2.9038 0.41
H 4.0165 -2.3304 1.7649 0.06
H 4.1961 -1.9710 -0.0382 0.06

---

Record 5
40
Properties=species:S:1:pos:R:3:mulliken_charge:R:1 method="wB97M-V/def2-TZVPD" total_charge=+1 molar_mass_g_mol=714.58 total_energy_ev=-146846.81216 max_force_ev_per_a=0.6
Pt 0.9662 -0.1619 1.5800 1.03
O 2.0978 -0.8172 8.2163 -0.42
C 1.9383 -0.7000 7.0512 0.56
S 1.8702 -2.1055 5.9266 -0.07
C 1.6206 -1.1621 4.5052 0.24
C 1.5662 0.2320 4.6432 0.28
S 1.3375 1.1855 3.2808 -0.27
S 1.7319 0.8857 6.2364 -0.07
S 1.4134 -1.8476 2.9887 -0.09
C -1.7444 2.3195 1.7404 -0.94
As -2.3616 0.7931 0.7536 0.77
C -2.4414 1.3009 -1.0989 -1.06
C -4.1581 0.4162 1.3190 -1.02
S -1.2466 -1.0101 1.1146 -0.52
H -2.4169 3.1523 1.5350 0.45
H -0.7383 2.5721 1.4160 0.24
H -1.7630 2.0797 2.8016 0.33
H -3.3199 1.9292 -1.2449 0.48
H -2.5409 0.4059 -1.7091 0.30
H -1.5397 1.8523 -1.3575 0.32
H -4.7876 1.2796 1.1091 0.40
H -4.1470 0.2038 2.3855 0.35
H -4.5233 -0.4527 0.7750 0.39
F -1.2657 -2.2955 -4.2654 -0.29
C -0.0327 -1.8138 -4.1326 0.39
C 0.2250 -0.7776 -3.3388 -0.14
N 1.4960 -0.2612 -3.1952 0.12
C 1.7406 0.8103 -2.2583 -1.02
C 1.4200 0.3873 -0.8407 0.99
O 0.8425 1.2051 -0.0451 -0.69
O 1.7310 -0.7465 -0.4212 -0.82
C 2.5929 -0.8253 -3.8392 0.49
O 3.7181 -0.4121 -3.6952 -0.61
N 2.2795 -1.8876 -4.6598 -0.08
C 1.0346 -2.4714 -4.8950 0.22
O 0.8872 -3.4050 -5.6365 -0.56
H -0.5535 -0.2991 -2.7635 0.39
H 1.1949 1.7205 -2.5108 0.26
H 2.8112 1.0193 -2.3212 0.43
H 3.0646 -2.2979 -5.1495 0.24

---

Record 6
37
Properties=species:S:1:pos:R:3:mulliken_charge:R:1 method="wB97M-V/def2-TZVPD" total_charge=-1 molar_mass_g_mol=354.13 total_energy_ev=-42969.74184 max_force_ev_per_a=1.3
C 0.9890 -2.2073 -0.1640 -0.50
O -0.4107 -1.7773 -0.1469 -0.32
B -0.7493 -0.7234 -0.8552 0.38
O -0.4706 -0.4845 -2.1634 -0.47
N -1.6200 0.2972 -0.0963 0.47
C -2.8573 0.7705 -0.4971 0.15
N -3.4540 0.3444 -1.6964 -0.53
C -3.1190 0.9564 -2.7067 0.78
O -2.8281 1.5406 -3.6541 -0.37
C -3.3224 1.6168 0.4403 -0.56
N -2.3311 1.6591 1.4105 0.03
C -1.3228 0.8656 1.0706 0.05
C -0.0778 0.6675 1.8585 -1.09
C 0.9994 1.6383 1.4120 0.77
C 0.7709 3.0074 1.3612 -0.28
C 1.7499 3.8764 0.9226 -0.72
C 2.9834 3.3767 0.5381 -0.34
C 3.2310 2.0183 0.5983 -0.88
C 2.2446 1.1558 1.0395 -0.12
H 1.6358 -1.4292 -0.5693 0.20
H 1.0515 -3.1405 -0.7261 0.35
H 1.2664 -2.4448 0.8594 0.25
H -0.0239 0.3422 -2.3668 0.33
H -4.2519 2.1460 0.4883 0.45
H -2.3664 2.1952 2.2605 0.25
H -0.3311 0.8039 2.9099 0.45
H 0.2579 -0.3553 1.7096 0.29
H -0.1907 3.3969 1.6741 0.28
H 1.5583 4.9381 0.8822 0.39
H 3.7487 4.0622 0.2039 0.38
H 4.1983 1.6555 0.2842 0.41
H 2.4364 0.0934 1.1000 0.49
O 0.0497 -5.6879 -2.8511 -0.77
S 0.1309 -6.1567 -1.4375 1.11
O -1.2288 -6.1778 -0.8279 -0.77
O 0.9801 -5.1782 -0.6676 -0.77
O 0.7571 -7.4993 -1.3653 -0.77